1.
Entry from the OMol25 dataset: 9 unconnected molecules or ions with the total composition C48H88BF4N16 at a distorted geometry (ωB97M-V with the def2-TZVPD basis set).

Each line ends with the Mulliken charge.
Atoms and positions in Å:
C -8.87463 -2.18689 -6.76332  -1.2837
C -8.65125 -2.13721 -5.27877  -0.2976
N -7.30433 -2.46368 -4.98371  0.1562
C -6.18244 -2.04669 -5.65982  -0.1126
C -5.08306 -2.52150 -4.99774  -0.6386
N -5.54717 -3.06434 -3.72572  0.1686
C -6.88525 -3.14432 -3.84249  -0.1186
C -4.88426 -3.82798 -2.68093  -0.9035
H -9.95752 -2.06349 -6.74728  0.3679
H -8.67320 -3.20596 -7.09349  0.3654
H -8.60386 -1.36680 -7.42833  0.4360
H -9.35761 -2.75636 -4.72576  0.3834
H -8.71774 -1.09676 -4.96073  0.2659
H -6.24128 -1.42737 -6.54265  0.4256
H -4.04748 -2.25711 -5.15289  0.3899
H -7.53927 -3.64449 -3.14358  0.3535
H -4.42740 -3.02417 -2.10362  0.3473
H -4.09842 -4.37005 -3.20695  0.3309
H -5.51875 -4.51043 -2.11544  0.3649
C 12.86087 -3.69154 1.60237  -0.9213
C 12.67204 -2.38813 0.70471  -0.6497
N 11.67805 -1.46814 1.24283  0.1201
C 11.87748 -0.31077 2.04336  -0.3323
C 10.65034 0.14058 2.52671  -0.3441
N 9.68298 -0.62673 1.96846  0.1382
C 10.32989 -1.64543 1.31383  -0.1955
C 8.25751 -0.42831 1.99165  -0.9137
H 12.44623 -4.54921 1.07271  0.3013
H 12.49382 -3.62294 2.62641  0.3737
H 13.95060 -3.70917 1.58480  0.3095
H 12.25517 -2.62740 -0.27358  0.3692
H 13.62815 -1.99307 0.36136  0.4401
H 12.84180 0.17121 2.10794  0.4337
H 10.33277 1.03172 3.04766  0.4159
H 9.77330 -2.54032 1.07761  0.3889
H 7.81675 -1.09840 2.72976  0.3532
H 7.93872 -0.99553 1.11716  0.3598
H 7.96974 0.61962 1.90720  0.3528
C 3.34286 -0.51680 -9.75170  -1.2187
C 3.19811 -0.79451 -8.30118  -0.1972
N 3.55497 0.20377 -7.22527  0.1010
C 3.69370 -0.21848 -5.90838  -0.4772
C 3.71398 0.98913 -5.20895  -0.4668
N 3.82553 2.02817 -6.09229  0.1127
C 3.80225 1.52836 -7.34670  0.0225
C 3.93755 3.41430 -5.74884  -0.8701
H 3.73639 0.42270 -10.13974  0.3720
H 2.42690 -0.69274 -10.31577  0.3034
H 4.13315 -1.12960 -10.18533  0.3268
H 3.70702 -1.71750 -8.02332  0.3102
H 2.17691 -1.09890 -8.07188  0.3811
H 3.72740 -1.26280 -5.63513  0.3993
H 3.68072 1.26604 -4.16559  0.5086
H 3.92835 2.06507 -8.27538  0.3535
H 4.85850 3.64838 -5.21483  0.3497
H 3.08853 3.83584 -5.21074  0.3662
H 3.84298 4.08790 -6.60056  0.3232
C 2.25844 -7.37920 -1.55016  -1.0529
C 2.51346 -8.52427 -2.53445  -0.4055
N 1.31739 -9.36568 -2.57340  0.1155
C 1.30732 -10.63297 -2.11039  -0.1555
C 0.04411 -11.09060 -2.32543  -0.4323
N -0.65487 -10.13410 -2.92720  0.1386
C 0.04057 -9.02574 -3.02510  -0.2242
C -1.97708 -10.18550 -3.46831  -0.7766
H 1.22314 -7.04974 -1.63796  0.3363
H 2.85549 -6.48181 -1.71243  0.3641
H 2.51656 -7.66777 -0.53123  0.2845
H 3.41332 -9.12931 -2.42362  0.3625
H 2.55748 -8.04314 -3.51152  0.2784
H 2.20895 -11.10798 -1.75287  0.4215
H -0.30802 -12.11109 -2.29398  0.3910
H -0.21890 -8.11531 -3.54489  0.3570
H -2.45730 -11.16134 -3.54056  0.3437
H -2.08981 -9.56180 -4.35509  0.2988
H -2.74955 -9.73671 -2.84382  0.3551
C 1.95198 7.23585 0.29339  -1.0035
C 2.52640 8.54744 -0.24901  -0.5904
N 2.13543 9.67068 0.55136  0.1619
C 1.07100 10.59063 0.40247  -0.1312
C 0.91228 11.31598 1.58635  -0.5590
N 1.96037 11.00952 2.41886  0.1272
C 2.67795 10.02686 1.82461  -0.1711
C 2.07552 11.48365 3.86652  -0.7968
H 0.97979 7.03477 -0.15664  0.3069
H 1.78299 7.20241 1.36970  0.3506
H 2.53531 6.37478 -0.03277  0.3380
H 2.19400 8.88048 -1.23223  0.3892
H 3.61408 8.61814 -0.25583  0.3590
H 0.51357 10.42168 -0.50699  0.4067
H 0.11703 12.01762 1.79052  0.4257
H 3.69016 9.76705 2.09721  0.3770
H 1.98613 12.56976 3.88864  0.3479
H 3.03025 11.20424 4.31210  0.3173
H 1.27489 11.16360 4.53335  0.3448
C -6.96487 7.64834 0.13792  -0.9477
C -6.20722 6.83983 1.24409  -0.2785
N -5.60697 5.67051 0.55221  0.2064
C -4.36450 5.20605 0.87319  -0.4367
C -3.88093 4.16932 0.11287  -0.5956
N -4.91263 3.93420 -0.75857  0.1367
C -5.94048 4.75187 -0.47468  -0.1003
C -4.84457 2.95116 -1.79780  -0.8760
H -7.85168 7.84765 0.73952  0.3297
H -7.35380 7.03620 -0.67580  0.2567
H -6.54816 8.58294 -0.23756  0.3292
H -6.89752 6.39731 1.96227  0.3116
H -5.42296 7.46707 1.66792  0.3142
H -3.94699 5.59543 1.78996  0.3932
H -2.96428 3.59833 0.10188  0.6024
H -6.85701 4.81289 -1.04271  0.3323
H -5.67824 3.03775 -2.49465  0.3010
H -4.76912 1.91042 -1.48273  0.3470
H -3.87599 3.11452 -2.27031  0.3733
C 1.33220 0.02935 6.57229  -1.3330
C 1.32138 -0.67158 5.24068  -0.1746
N 0.96478 -2.05238 5.38599  0.2614
C 0.20196 -2.55238 6.40456  -0.2530
C 0.30141 -3.95368 6.36465  -0.5799
N 1.31795 -4.25629 5.39435  0.1418
C 1.48339 -3.10427 4.68138  -0.1936
C 1.84500 -5.57359 5.08693  -0.7781
H 0.31500 0.05330 6.96324  0.3498
H 1.59207 1.08747 6.54162  0.3729
H 1.94147 -0.43617 7.34702  0.3703
H 2.35313 -0.64070 4.89046  0.3182
H 0.72006 -0.24464 4.43803  0.3201
H -0.36717 -2.01844 7.15115  0.3912
H -0.23532 -4.65517 6.98613  0.4332
H 2.14950 -2.97025 3.84190  0.3815
H 2.39488 -5.96675 5.94200  0.3541
H 2.52526 -5.44111 4.24563  0.2891
H 1.02952 -6.27091 4.89502  0.3285
C -6.68103 2.45959 7.99703  -1.0862
C -6.81279 2.17536 6.48029  -0.4747
N -6.13443 1.03160 6.09240  0.2596
C -4.95119 0.80898 5.40196  -0.4179
C -4.81483 -0.56797 5.02998  -0.4130
N -6.02237 -1.13973 5.39741  0.1624
C -6.70326 -0.20755 6.20014  -0.2343
C -6.40221 -2.51282 5.11964  -0.8132
H -7.31392 3.31818 8.22148  0.3711
H -5.63679 2.54973 8.29628  0.3381
H -7.15971 1.67608 8.58444  0.3470
H -6.24509 2.99342 6.03691  0.2397
H -7.82082 2.34703 6.10282  0.4176
H -4.21719 1.55863 5.14565  0.4085
H -4.07778 -1.13048 4.47614  0.5058
H -7.50886 -0.46022 6.87361  0.3822
H -5.54513 -3.18124 5.20163  0.3197
H -6.65250 -2.53002 4.05891  0.3482
H -7.17484 -2.98973 5.72272  0.3386
B 0.72456 -0.18541 -0.54236  0.6036
F 0.68878 0.94442 -1.38681  -0.4384
F 1.93502 -0.24315 -0.04089  -0.3371
F -0.24202 -0.14192 0.42914  -0.4102
F 0.40294 -1.34828 -1.23591  -0.4174

Total charge   +7
Electronic energy   -3179.71571 Ha
Relative energy (zero: lowest compared OMol25 entry of this formula, charge and spin)   131.4 kJ/mol
LUMO   -10.517 eV

=====

2.
Entry from the OMol25 dataset: 12 unconnected molecules or ions with the total composition C48H96O28 at a distorted geometry (ωB97M-V with the def2-TZVPD basis set).

Each line ends with the Mulliken charge.
Atoms and positions in Å:
C -8.50785 3.25176 -6.01871  -1.3278
C -7.35066 2.48354 -5.41291  -0.1330
O -7.12062 2.95247 -4.09224  -0.3382
C -6.52137 2.11119 -3.25213  0.9484
O -6.15435 0.99900 -3.49849  -0.6330
O -6.36108 2.75617 -2.09439  -0.3960
C -5.73863 1.96299 -1.08395  -0.7791
H -8.49423 4.32747 -5.84358  0.2930
H -9.42369 2.82824 -5.59582  0.3648
H -8.58883 3.17987 -7.10364  0.3834
H -6.47698 2.75207 -6.02228  0.1444
H -7.45732 1.40284 -5.46941  0.4704
H -6.00868 2.40303 -0.12015  0.4544
H -4.65515 2.07032 -1.04676  0.0075
H -6.07546 0.93165 -1.05718  0.5459
C -4.04552 6.56421 -1.48582  -1.5531
C -3.96932 5.15556 -0.95127  0.9202
O -2.94048 5.21073 0.03881  -0.3296
C -2.63683 4.13901 0.77513  0.4415
O -3.05798 3.02697 0.59577  -0.2427
O -1.85429 4.53998 1.75309  -0.4092
C -1.50462 3.57787 2.75834  -0.3082
H -4.25940 7.25405 -0.66421  0.4309
H -4.77516 6.81146 -2.25319  0.2656
H -3.07957 6.90660 -1.86261  0.3406
H -3.79213 4.40361 -1.72288  -0.3309
H -4.94773 4.84991 -0.56852  0.1572
H -1.18713 4.22002 3.57671  0.3144
H -0.73919 2.86880 2.45087  -0.1888
H -2.41971 3.08101 3.08743  0.4813
C -0.22035 -8.76548 2.26761  -1.1700
C -0.72900 -8.42072 0.88772  0.0289
O -1.82540 -7.51661 0.98541  -0.3853
C -1.61358 -6.22898 0.72697  0.7688
O -0.62033 -5.78109 0.22039  -0.5302
O -2.68655 -5.56340 1.11473  -0.3878
C -2.66426 -4.15919 0.89154  -0.1724
H 0.66987 -9.39404 2.32137  0.3698
H -0.94354 -9.30501 2.88588  0.3346
H 0.01064 -7.86583 2.84333  0.2851
H -1.06362 -9.30168 0.34387  0.2873
H 0.06373 -7.95718 0.29918  0.1139
H -1.67191 -3.72546 0.79572  -0.0171
H -3.19409 -3.66794 1.70620  0.1409
H -3.22982 -3.91285 -0.00997  0.3324
C 8.00557 2.64376 2.38058  -1.3231
C 7.11439 1.71570 1.55973  0.6926
O 6.72760 0.54227 2.24471  -0.4025
C 5.75821 0.63028 3.15201  0.9157
O 5.24278 1.66765 3.50711  -0.6238
O 5.48979 -0.58130 3.57341  -0.3883
C 4.50259 -0.74915 4.58998  -0.6090
H 8.85601 2.07437 2.75128  0.3463
H 7.46047 3.02396 3.24818  0.2948
H 8.25268 3.54673 1.82483  0.4112
H 7.67797 1.41202 0.67601  0.4119
H 6.28970 2.27175 1.10993  -0.5963
H 4.68805 -1.70611 5.06477  0.3417
H 3.49440 -0.73504 4.17496  0.1295
H 4.57847 0.07599 5.29717  0.3604
C -2.18212 1.40567 -3.24541  -0.3881
C -2.59011 2.17878 -4.48504  -0.7210
O -3.30277 3.34386 -4.03694  -0.0892
C -3.88263 4.08917 -4.97058  0.4903
O -3.88143 3.88914 -6.16070  -0.6380
O -4.51572 5.09317 -4.37606  -0.0684
C -5.38782 5.88813 -5.15189  -0.5253
H -1.47633 2.04595 -2.69797  0.1574
H -1.56255 0.54655 -3.49205  0.3965
H -3.02815 1.28885 -2.57530  0.0483
H -3.25940 1.55293 -5.07767  0.3832
H -1.71427 2.49815 -5.04827  0.3159
H -6.17871 5.24014 -5.53574  0.0467
H -4.89079 6.37901 -5.98899  0.3310
H -5.84098 6.66500 -4.54184  0.2284
C -2.59212 -0.27480 0.29543  -0.4817
C -1.39062 0.55448 0.71178  0.5807
O -0.26477 -0.38806 0.63430  -0.3969
C 0.92080 0.13167 0.91131  0.1926
O 1.12254 1.24696 1.33110  -0.1314
O 1.84978 -0.75703 0.68028  0.2489
C 3.20282 -0.36277 0.61283  0.9980
H -2.28317 -0.74959 -0.63457  0.1063
H -3.41374 0.40818 0.08631  -0.3251
H -2.83268 -0.96692 1.10008  0.0383
H -1.37924 0.94851 1.72339  0.1405
H -1.11742 1.26268 -0.06996  0.1305
H 3.38190 0.54793 0.04736  -0.1622
H 3.77170 -1.19427 0.21131  -0.7405
H 3.63709 -0.12799 1.58938  -0.2478
C -0.15429 -3.35924 -2.20096  0.2497
C 0.56519 -2.82063 -3.43696  -0.6561
O 1.64346 -1.96735 -3.09030  -0.2386
C 1.38137 -0.70499 -2.83125  0.6108
O 0.30400 -0.16528 -2.87191  -0.6267
O 2.51528 -0.12602 -2.43783  -0.0910
C 2.40486 1.27471 -2.17856  -0.9939
H 0.49178 -4.05331 -1.65754  -0.1978
H -0.97858 -3.99264 -2.54366  0.5525
H -0.56777 -2.64441 -1.49177  -0.3819
H -0.14580 -2.31315 -4.09063  0.3372
H 0.92933 -3.68105 -3.99259  0.3672
H 1.76199 1.55726 -1.34744  0.3522
H 2.09055 1.74753 -3.11048  0.6028
H 3.41518 1.64488 -2.01039  0.0240
C 4.67731 -8.87346 -0.66816  -1.4228
C 4.01443 -7.60725 -1.13313  0.3076
O 3.73893 -6.76671 -0.01082  -0.3946
C 2.95979 -5.71221 -0.20186  0.9415
O 2.42853 -5.40626 -1.24263  -0.5565
O 2.82998 -5.05729 0.93441  -0.4960
C 2.08280 -3.86028 0.92230  0.0882
H 5.23699 -9.33501 -1.48334  0.4197
H 3.88669 -9.53402 -0.31494  0.3043
H 5.46270 -8.70813 0.06947  0.3234
H 3.08381 -7.79638 -1.67047  0.2692
H 4.66495 -7.03519 -1.80368  -0.0134
H 1.01136 -4.05340 0.92818  0.0301
H 2.26251 -3.23870 0.04173  -0.2529
H 2.37796 -3.22458 1.75331  0.4092
C 1.42239 1.44028 4.68229  0.1094
C 0.31719 2.09151 5.52101  -0.1132
C 1.10355 3.15710 6.30375  -0.6516
O 2.14850 3.54579 5.43322  -0.4942
C 2.16975 2.71349 4.28136  1.2283
H 0.98402 0.89807 3.84641  -0.3423
H 1.95571 0.76856 5.35870  0.3163
H -0.29841 1.42313 6.12696  0.5165
H -0.42085 2.53240 4.84327  -0.3852
H 1.42083 2.62977 7.20752  0.3352
H 0.41525 3.96856 6.53653  0.3666
H 3.16249 2.44453 3.91840  -0.5772
H 1.61788 3.18785 3.46267  -0.2305
C -5.46978 -0.83719 2.73650  0.0777
C -6.33984 -0.91288 3.98823  -0.6444
C -6.48357 0.54046 4.43578  -0.5519
O -5.43294 1.26976 3.78790  -0.4281
C -4.60280 0.38732 3.03953  0.5735
H -6.03256 -0.67583 1.81624  0.2548
H -4.84622 -1.71471 2.56250  -0.0889
H -5.79488 -1.45838 4.75778  0.2962
H -7.27874 -1.36536 3.67323  0.3665
H -6.40108 0.61865 5.51990  0.2797
H -7.41982 0.97285 4.07781  0.3186
H -3.69869 0.24303 3.64808  0.0883
H -4.25897 0.92695 2.15431  -0.4828
C 3.79287 3.46724 0.71634  0.5665
C 2.70006 4.25760 -0.00467  -0.1606
C 2.66081 5.58263 0.75199  -0.4871
O 3.95834 5.75198 1.26643  -0.5328
C 4.35693 4.47803 1.77039  -0.1785
H 4.59103 3.13276 0.05475  0.4889
H 3.41649 2.59636 1.25593  -0.5152
H 1.72716 3.76486 0.08651  -0.2364
H 2.86106 4.35463 -1.07859  0.3297
H 2.01194 5.54555 1.64470  0.1935
H 2.23719 6.42058 0.19696  0.3982
H 4.00235 4.37669 2.79780  0.2219
H 5.44502 4.44362 1.79634  0.0422
C 6.20355 -4.15440 -1.84014  -0.6012
C 6.01855 -4.40005 -3.33611  -0.4209
C 5.77728 -2.98616 -3.88177  -0.5864
O 5.49888 -2.15675 -2.74197  -0.3819
C 5.23661 -3.02854 -1.64888  0.4360
H 7.21608 -3.82415 -1.60615  0.3522
H 5.91741 -5.04971 -1.28409  0.2432
H 5.03522 -4.87508 -3.44836  0.0766
H 6.73463 -5.01713 -3.87097  0.4718
H 4.89233 -2.85521 -4.50877  0.2496
H 6.68039 -2.67558 -4.41653  0.2571
H 4.17693 -3.32407 -1.61021  -0.3627
H 5.34161 -2.48218 -0.70540  0.2588

Total charge   0
Electronic energy   -3993.25178 Ha
Relative energy (zero: lowest compared OMol25 entry of this formula, charge and spin)   52.8 kJ/mol
LUMO   0.422 eV
SMILES   CCOC(=O)OC.CCOC(=O)OC.CCOC(=O)OC.CCOC(=O)OC.CCOC(=O)OC.CCOC(=O)OC.CCOC(=O)OC.CCOC(=O)OC.C1CCOC1.C1CCOC1.C1CCOC1.C1CCOC1

=====

Which value of total charge does entry 2 give? 0